(1)
C9H12O3S | ωB97M-V with the def2-TZVPD basis set

XYZ file:
```
25
Properties=species:S:1:pos:R:3:nbo_charge:R:1
C 3.64 0.33 0.71 -0.31
C 2.54 1.20 0.75 -0.26
C 3.40 -0.54 -0.31 0.10
C 1.70 0.81 -0.27 0.18
C -1.97 0.60 0.04 0.43
C -2.56 -0.16 -1.12 -0.70
C -0.35 -1.32 0.61 -0.67
C 0.43 1.32 -0.68 -0.35
C -0.88 0.06 0.77 0.32
O -2.38 1.75 0.35 -0.67
O 2.23 -0.26 -0.91 -0.40
O -0.54 0.67 1.93 -0.67
S 0.08 2.98 -0.29 -0.01
H 4.50 0.35 1.35 0.23
H 2.37 2.02 1.42 0.24
H 3.96 -1.36 -0.71 0.20
H -3.36 0.43 -1.55 0.24
H -1.82 -0.37 -1.88 0.23
H -2.95 -1.11 -0.76 0.23
H -1.01 -2.03 1.12 0.23
H 0.63 -1.40 1.07 0.24
H -0.28 -1.60 -0.44 0.23
H 0.06 0.96 -1.63 0.22
H -1.06 1.49 1.99 0.51
H -1.27 2.76 -0.08 0.21
```

* E: -973.9718 a.u.
* orbital gap (alpha / beta): 7.17 / 7.16 eV
* relative energy (zero: lowest compared OMol25 entry of this formula, charge and spin): 38.7 kcal per mole
* LUMO energy (alpha / beta): -0.0115 / -0.0115 Eh



(2)
C9H12OS | ωB97M-V with the def2-TZVPD basis set

XYZ file:
```
23
Properties=species:S:1:pos:R:3:nbo_charge:R:1
C -3.13 0.26 -0.36 -0.23
C -2.19 -0.03 -1.34 -0.18
C -2.63 0.44 0.93 -0.19
C -0.85 -0.21 -1.07 -0.23
C -1.30 0.20 1.25 -0.23
C -0.39 -0.10 0.24 -0.02
C 1.70 -1.61 0.28 -0.64
C 1.49 0.75 -0.81 -0.49
C 1.08 -0.14 0.38 0.20
O 1.58 0.49 1.53 -0.71
S 3.23 1.37 -0.81 -0.06
H -4.21 0.23 -0.53 0.22
H -2.55 -0.05 -2.35 0.21
H -3.31 0.54 1.85 0.21
H -0.11 -0.62 -1.74 0.22
H -0.94 0.26 2.22 0.20
H 2.80 -1.55 0.30 0.24
H 1.25 -2.35 0.98 0.22
H 1.62 -1.94 -0.77 0.20
H 1.57 0.08 -1.65 0.22
H 0.83 1.56 -1.02 0.23
H 1.16 0.20 2.30 0.47
H 3.28 2.22 0.19 0.13
```

* E: -823.5221 a.u.
* orbital gap: 9.61 eV
* SMILES: C[C@@](O)(CS)c1ccccc1
* relative energy (zero: lowest compared OMol25 entry of this formula, charge and spin): 9.3 kcal per mole
* LUMO energy: 0.0261 Eh



(3)
C9H12S | ωB97M-V with the def2-TZVPD basis set

XYZ file:
```
22
Properties=species:S:1:pos:R:3:nbo_charge:R:1
C 1.38 -1.81 2.14 -0.19
C 0.49 -2.49 1.22 -0.20
C 1.74 -0.48 1.97 -0.22
C -0.05 -1.70 0.22 -0.20
C 1.26 0.20 0.86 -0.21
C 0.39 -0.38 0.04 -0.25
C -1.37 -0.47 -2.07 -1.06
C 1.02 2.95 -1.29 -0.39
C -1.82 1.11 -0.09 -0.71
S -0.46 0.60 -1.17 0.97
H 1.65 -2.40 3.02 0.21
H 0.21 -3.57 1.34 0.23
H 2.34 -0.09 2.80 0.23
H -0.56 -2.16 -0.56 0.25
H 1.43 1.29 0.61 0.26
H -2.25 0.21 -2.52 0.21
H -0.81 -0.77 -2.89 0.19
H 1.47 2.88 -2.30 0.10
H 0.05 3.46 -1.52 0.09
H -2.46 0.28 0.20 0.25
H -1.25 1.61 0.66 0.23
H -2.38 1.73 -0.68 0.22
```

* E: -748.0237 a.u.
* orbital gap (alpha / beta): 6.93 / 6.93 eV
* relative energy (zero: lowest compared OMol25 entry of this formula, charge and spin): 135.7 kcal per mole
* LUMO energy (alpha / beta): -0.0166 / -0.0165 Eh



(4)
C9H13BF7NO5 | ωB97M-V with the def2-TZVPD basis set

XYZ file:
```
36
Properties=species:S:1:pos:R:3:nbo_charge:R:1
O -4.63 2.39 0.86 -0.53
C -4.19 1.38 1.26 0.66
O -2.85 1.21 1.48 -0.56
C -2.06 1.27 0.26 -0.08
C -0.84 2.12 0.57 -0.46
C 0.40 1.86 -0.34 0.10
C 0.08 1.48 -1.79 -0.25
N -0.30 0.08 -2.04 -0.91
B 0.27 -0.54 -3.20 1.20
O 1.52 -0.28 -3.71 -0.90
O -0.50 -1.52 -3.86 -0.92
O 1.41 1.08 0.28 -0.51
C 1.03 -0.21 0.68 -0.14
C 1.83 -0.60 1.96 0.62
F 1.05 -0.42 3.03 -0.31
F 2.87 0.21 2.08 -0.30
C 2.37 -2.03 1.87 0.54
F 2.90 -2.32 3.06 -0.30
F 3.33 -2.13 1.00 -0.29
C 1.29 -3.12 1.63 0.91
F 1.03 -3.28 0.36 -0.31
F 1.77 -4.27 2.06 -0.30
F 0.20 -2.89 2.29 -0.29
H -4.83 0.53 1.51 0.12
H -1.85 0.23 0.00 0.18
H -2.66 1.68 -0.55 0.19
H -0.54 1.92 1.60 0.24
H -1.13 3.17 0.51 0.23
H 0.85 2.86 -0.42 0.20
H -0.76 2.12 -2.11 0.19
H 0.92 1.81 -2.41 0.21
H -1.31 0.04 -2.11 0.39
H 2.19 -0.17 -3.01 0.50
H -0.18 -2.37 -3.52 0.49
H -0.03 -0.39 0.83 0.20
H 1.36 -0.92 -0.09 0.18
```

* E: -1505.7114 a.u.
* orbital gap: 10.27 eV
* SMILES: O=COCC[C@H](CNB(O)O)OCC(F)(F)C(F)(F)C(F)(F)F
* LUMO energy: 0.0061 Eh



(5)
C9H13BO3 | ωB97M-V with the def2-TZVPD basis set

XYZ file:
```
26
Properties=species:S:1:pos:R:3:nbo_charge:R:1
B -0.81 -1.53 0.32 0.89
C -0.80 0.97 1.34 -0.28
C -0.53 1.52 2.63 -0.23
C -0.57 -0.42 1.43 -0.06
C -0.21 0.41 3.40 0.14
C 0.04 0.39 4.83 0.39
C 1.28 0.83 -1.46 -0.60
C 0.38 0.12 -3.74 -0.59
C 0.16 -1.37 -1.82 -0.55
C 0.25 0.07 -2.25 -0.30
O 0.37 1.35 5.48 -0.51
O -0.30 -0.69 2.72 -0.36
O -1.64 -2.47 0.63 -0.88
H -1.00 1.50 0.46 0.22
H -0.53 2.52 2.86 0.23
H -0.09 -0.62 5.32 0.11
H 0.89 1.36 -0.56 0.22
H 1.76 1.46 -2.24 0.21
H 2.06 0.20 -1.07 0.20
H 0.05 1.18 -4.00 0.21
H -0.08 -0.69 -4.24 0.21
H 1.52 0.07 -4.09 0.19
H -0.71 -1.74 -2.32 0.20
H 1.11 -1.88 -1.44 0.23
H -0.63 0.52 -2.10 0.19
H -1.98 -3.05 -0.08 0.52
```

* E: -601.1970 a.u.
* orbital gap: 8.34 eV
* relative energy (zero: lowest compared OMol25 entry of this formula, charge and spin): 130.2 kcal per mole
* LUMO energy: 0.0035 Eh



(6)
C9H13BeF9NbO3 | ωB97M-V with the def2-TZVPD basis set

XYZ file:
```
36
Properties=species:S:1:pos:R:3:lowdin_charge:R:1
O 5.00 -1.22 0.39 0.02
C 3.93 -0.96 -0.17 -0.54
O 3.77 -1.10 -1.47 0.15
C 2.77 -0.45 0.68 -0.31
C 2.71 0.97 0.94 -0.24
Nb 1.48 1.87 -0.83 1.37
O 0.88 2.63 -2.45 -0.37
C -0.32 2.08 0.48 -0.29
C -1.68 1.65 -0.09 -0.16
C -1.76 0.15 -0.37 -0.43
F -1.41 -0.08 -1.68 0.08
F -0.88 -0.55 0.41 0.07
C -3.20 -0.41 -0.16 -0.33
F -3.68 0.02 1.03 0.15
F -3.94 0.14 -1.15 0.15
C -3.40 -1.97 -0.27 -0.32
F -2.65 -2.44 -1.29 0.16
F -4.71 -2.16 -0.55 0.17
C -3.11 -2.86 0.99 -0.56
F -3.52 -4.08 0.72 0.20
F -1.81 -2.91 1.26 0.16
F -3.76 -2.42 2.06 0.19
H 2.83 -1.19 -1.72 0.11
H 3.12 -0.92 1.71 0.01
H 1.81 -0.89 0.40 0.10
H 3.69 1.42 1.11 0.08
H 2.05 1.20 1.78 0.09
H 1.22 0.11 -1.30 -0.01
H 3.12 1.35 -1.51 -0.01
H 2.28 3.40 -0.23 -0.02
H 0.03 3.10 -2.47 0.05
H -0.16 1.60 1.45 0.05
H -0.36 3.16 0.68 0.07
H -2.46 1.95 0.60 0.13
H -1.90 2.14 -1.04 0.12
Be 4.03 -2.31 2.07 0.93
```

* net charge: +1
* E: -1546.3895 a.u.
* orbital gap: 4.09 eV
* LUMO energy: -0.2887 Eh



(7)
C9H13BrN | ωB97M-V with the def2-TZVPD basis set

XYZ file:
```
24
Properties=species:S:1:pos:R:3:nbo_charge:R:1
C 2.89 -0.68 1.22 -0.09
C 1.78 -0.14 1.91 -0.23
C 2.78 -1.22 -0.06 -0.24
C 0.54 -0.29 1.38 -0.06
C 1.50 -1.45 -0.57 -0.09
C 0.32 -1.03 0.21 -0.23
C -1.33 -1.51 -1.65 -0.69
C -0.95 -1.19 -0.21 0.21
C -1.29 1.74 -0.36 -0.55
N -2.30 2.64 0.28 -0.72
Br 0.41 2.47 -0.45 0.06
H 3.92 -0.57 1.45 0.23
H 1.89 0.42 2.87 0.25
H 3.69 -1.34 -0.69 0.25
H -0.34 0.14 1.80 0.22
H 1.46 -2.01 -1.60 0.25
H -2.37 -1.48 -1.76 0.23
H -1.00 -2.58 -1.75 0.26
H -0.92 -0.77 -2.35 0.25
H -1.80 -1.19 0.40 0.21
H -1.51 1.54 -1.43 0.19
H -2.50 3.56 -0.12 0.41
H -1.79 2.94 1.17 0.45
H -3.08 2.01 0.30 0.45
```

* net charge: +1
* E: -2979.1026 a.u.
* orbital gap (alpha / beta): 5.85 / 5.85 eV
* relative energy (zero: lowest compared OMol25 entry of this formula, charge and spin): 71.6 kcal per mole
* LUMO energy (alpha / beta): -0.1890 / -0.1891 Eh



(8)
C9H13BrO | ωB97M-V with the def2-TZVPD basis set

XYZ file:
```
24
Properties=species:S:1:pos:R:3:nbo_charge:R:1
C -1.39 0.03 2.13 -0.39
C -2.63 -0.09 1.44 -0.40
C 2.91 0.60 -0.31 -0.44
C 2.51 2.00 -0.69 -0.42
C -0.94 -1.92 0.24 -0.45
C -1.43 -0.68 0.78 -0.13
C -0.89 -0.72 -0.57 0.26
C 1.70 1.22 0.30 -0.27
C -1.00 -1.01 -2.85 -0.15
O -1.25 -0.32 -1.75 -0.37
Br 1.64 1.90 2.13 -0.01
H -0.76 0.86 2.15 0.23
H -1.29 -0.69 2.91 0.21
H -3.41 -0.72 1.95 0.22
H -2.95 0.88 1.03 0.22
H 2.94 -0.34 -0.93 0.23
H 3.93 0.67 0.14 0.23
H 3.12 2.71 -0.27 0.22
H 1.92 2.25 -1.58 0.22
H 0.03 -2.33 0.60 0.22
H -1.63 -2.70 -0.14 0.21
H -0.47 -1.92 -2.89 0.16
H 0.73 0.82 -0.10 0.25
H -1.40 -0.51 -3.72 0.17
```

* E: -2999.6897 a.u.
* orbital gap (alpha / beta): 7.77 / 8.18 eV
* relative energy (zero: lowest compared OMol25 entry of this formula, charge and spin): 125.5 kcal per mole
* LUMO energy (alpha / beta): 0.0242 / 0.0228 Eh



(9)
C9H13F3IOSi2 | ωB97M-V with the def2-TZVPD basis set

XYZ file:
```
29
Properties=species:S:1:pos:R:3:nbo_charge:R:1
C 4.06 -1.75 0.47 -0.63
C 3.03 -0.69 0.16 -0.03
C 2.57 -0.59 -1.15 -0.18
C 1.60 0.33 -1.48 -0.18
C 1.06 1.18 -0.52 -0.03
C -0.04 2.14 -0.92 -0.90
Si -1.56 1.99 0.16 1.46
O -2.06 0.40 0.25 -1.20
Si -3.63 0.10 0.56 1.35
C -4.19 -1.68 0.02 0.66
F -5.03 -2.20 0.96 -0.36
F -3.15 -2.50 -0.13 -0.30
F -4.91 -1.66 -1.14 -0.36
C 1.54 1.10 0.77 -0.23
C 2.52 0.17 1.11 -0.15
H 4.08 -1.96 1.54 0.21
H 5.05 -1.42 0.14 0.20
H 3.81 -2.67 -0.04 0.23
H 2.99 -1.24 -1.91 0.20
H 1.25 0.39 -2.51 0.20
H 0.27 3.19 -0.95 0.23
H -0.36 1.86 -1.93 0.24
H -1.28 2.48 1.53 -0.22
H -2.64 2.81 -0.42 -0.23
H -4.53 1.06 -0.12 -0.22
H -3.95 0.19 2.00 -0.21
H 1.15 1.76 1.53 0.20
H 2.88 0.09 2.13 0.19
I -0.54 -2.85 -0.12 -0.97
```

* net charge: -1
* E: -1602.4186 a.u.
* orbital gap: 5.94 eV
* LUMO energy: 0.1092 Eh